(1)
# C26H25Cl3GaN4O2STe

C26H25Cl3GaN4O2STe as an isolated structure (wB97M-V/def2-TZVPD, the Open Molecules 2025 dataset).

```
! wB97M-V def2-TZVPD RIJCOSX def2/J DEFGRID3
* xyz 1 1
Te -0.936 1.761 -2.819
Ga -1.466 0.529 -0.643
Cl 7.600 1.926 0.765
Cl 6.567 4.580 0.819
Cl 7.582 3.455 -1.650
S -2.613 -2.499 -0.662
O 0.001 -0.697 -0.115
O -2.667 -0.971 -0.518
N 0.266 0.685 1.733
N -1.008 1.044 1.312
N 4.396 2.034 -0.671
N -3.219 1.315 0.183
C 0.636 0.382 -3.205
C -5.118 3.192 0.900
C -3.037 -3.139 1.789
C 0.302 -0.879 -3.606
C 2.667 -1.352 -3.836
C -1.115 2.773 3.117
C 1.368 -1.751 -3.977
C 6.683 3.160 -0.193
C -4.312 -3.102 -0.250
C 2.806 -1.193 -0.139
C 4.348 -0.504 2.013
C 2.945 -0.277 2.055
C 4.177 -1.215 -0.223
C 2.959 -0.042 -3.486
C 5.324 2.697 -0.564
C -4.021 2.982 1.712
C -1.918 -3.163 0.803
C 0.709 -0.243 0.903
C -3.049 2.097 1.334
C -5.358 2.351 -0.160
C -4.391 1.391 -0.385
C 2.155 -0.665 0.986
C 1.963 0.779 -3.076
C -1.687 1.944 1.957
C -4.262 -3.784 1.132
C 4.960 -0.908 0.884
H -4.929 -2.252 -0.307
H -3.785 3.563 2.631
H -4.504 0.673 -1.183
H -4.191 -4.887 1.027
H -0.740 -1.154 -3.853
H 2.158 -1.396 -1.019
H 4.976 -0.061 2.767
H -6.154 2.536 -0.812
H 3.977 0.356 -3.404
H -1.650 2.406 4.010
H -1.061 -2.458 1.031
H -4.658 -3.728 -1.099
H -3.266 -2.099 2.082
H 1.160 -2.791 -4.175
H -5.157 -3.574 1.683
H -0.052 2.506 3.105
H -1.495 -4.107 0.525
H 5.987 -0.640 0.702
H 4.645 -1.534 -1.175
H 2.233 1.724 -2.603
H -1.324 3.826 3.087
H -5.852 3.955 1.099
H -2.630 -3.686 2.691
H 3.443 -2.099 -4.009
H 2.628 0.228 2.979
*
```

LUMO level (Eh): -0.13018
Electronic energy (a.u.): -5346.60025
Frontier orbital gap (eV): 7.0514

Here are the natural (NBO) charges for atoms 1 to 6, given in e: Te 0.11; Ga 1.41; Cl 0.05; Cl 0.09; Cl 0.10; S 1.27

***

(2)
# C15H32BFNO14

A 5-piece molecular cluster, C15H32BFNO14 overall (wB97M-V/def2-TZVPD, the Open Molecules 2025 dataset).

```
! wB97M-V def2-TZVPD RIJCOSX def2/J DEFGRID3
* xyz -1 1
F 1.447 -3.712 3.419
O 0.194 1.364 0.695
O -5.066 2.391 -4.010
O 0.933 -5.524 1.960
O 4.263 7.350 2.995
O -5.119 2.685 -1.774
O 6.373 7.055 3.344
O 5.110 5.267 2.794
O -0.337 -7.321 -3.071
O -0.674 3.438 0.898
O 1.256 -3.466 0.999
O -1.406 -6.597 -4.800
O -1.927 -5.744 -2.776
O -6.561 3.709 -3.179
O 1.442 3.158 1.250
N -0.854 -2.549 1.601
C 0.310 2.533 0.925
C -1.952 2.880 0.583
C 2.581 2.293 1.319
C -0.073 -7.294 -1.659
C -5.539 2.906 -2.877
C -2.396 -5.738 -5.361
C 2.977 6.821 2.659
C 3.366 -4.456 2.020
C -7.165 4.328 -2.043
C -3.960 1.501 -3.825
C 5.234 6.439 3.020
C -1.283 -6.479 -3.471
C -0.136 -3.673 0.987
C -0.354 -5.005 1.775
C 7.503 6.184 3.409
B 1.745 -4.312 2.122
H -2.251 2.151 1.333
H -0.520 -3.751 -0.035
H 3.803 -3.458 2.129
H -7.570 3.578 -1.366
H 7.356 5.419 4.169
H -3.379 -5.964 -4.951
H 0.704 -8.030 -1.477
H -4.248 0.649 -3.212
H -0.866 -4.798 2.722
H 2.283 7.657 2.673
H -1.939 2.414 -0.400
H 8.354 6.803 3.678
H -2.661 3.704 0.577
H -2.397 -5.927 -6.431
H 3.703 -4.858 1.061
H -1.002 -5.673 1.200
H 3.775 -5.048 2.848
H 2.770 1.827 0.353
H 2.439 1.528 2.080
H -0.579 -2.531 2.578
H -3.120 2.021 -3.369
H 0.285 -6.316 -1.343
H 2.988 6.381 1.664
H -2.148 -4.694 -5.177
H 2.661 6.080 3.391
H -3.675 1.155 -4.814
H -6.446 4.954 -1.518
H -0.430 -1.722 1.198
H 3.427 2.920 1.591
H -0.963 -7.567 -1.096
H -7.973 4.947 -2.423
H 7.685 5.717 2.442
*
```

LUMO level (Eh): 0.07522
Electronic energy (a.u.): -1823.79535
Frontier orbital gap (eV): 6.7844

Here are the natural (NBO) charges for atoms 1 to 6, given in e: F -0.59; O -0.62; O -0.49; O -0.74; O -0.50; O -0.64

***

(3)
# C33H52Cl30N2O6PS

A 16-piece molecular cluster, C33H52Cl30N2O6PS overall (wB97M-V/def2-TZVPD, the Open Molecules 2025 dataset).

```
! wB97M-V def2-TZVPD RIJCOSX def2/J DEFGRID3
* xyz 1 1
Cl -1.518 3.354 -3.844
Cl -2.837 2.009 6.875
Cl -0.260 1.091 -2.488
Cl -0.236 -6.652 -1.261
Cl -4.067 -2.465 7.387
Cl 4.896 3.395 1.404
Cl 3.258 7.356 3.334
Cl 7.327 -1.186 -1.435
Cl -3.269 -0.240 -5.301
Cl 3.975 5.855 0.113
Cl -5.774 -0.762 -6.716
Cl 1.025 -7.302 3.086
Cl -7.712 -5.562 -1.491
Cl -7.976 -1.140 -3.256
Cl -2.180 -4.444 6.337
Cl 0.444 -8.417 -3.492
Cl 2.237 4.637 3.681
Cl 5.953 2.331 -4.730
Cl -5.471 -0.611 -1.843
Cl 3.329 -6.596 1.413
Cl -2.952 4.925 6.661
Cl -0.225 3.600 -6.943
Cl 0.701 5.814 -5.247
Cl -3.435 -3.514 -2.784
Cl 2.751 -6.033 -2.446
Cl -2.776 -5.260 -5.036
Cl 3.540 -3.813 -0.714
Cl -5.907 -7.577 -2.627
Cl 5.497 0.784 -0.281
Cl 3.429 1.788 -6.117
S -3.607 0.989 3.869
P -0.152 -2.434 2.181
O -0.611 -3.209 0.859
O -0.567 -0.614 4.980
O 3.047 -0.214 -1.437
O 1.185 -2.893 2.557
O -2.669 -0.312 4.397
O -1.195 -2.847 3.295
N 0.319 1.205 0.546
N -2.168 6.443 1.066
C 3.288 -0.147 0.963
C -0.194 3.535 0.997
C 4.045 -1.144 1.561
C -2.387 5.791 -0.234
C 1.071 -0.925 -0.276
C -0.194 -0.631 1.933
C 3.847 -4.666 -2.237
C 0.370 -0.110 0.776
C 2.545 -0.399 -0.368
C 0.942 4.920 -6.752
C 4.610 1.198 -4.939
C 4.631 0.268 3.414
C 4.700 -0.933 2.742
C -3.701 3.479 7.348
C 3.205 1.080 1.655
C -2.951 -2.871 6.082
C -0.217 2.091 1.391
C -6.659 -5.990 -2.845
C -0.658 1.835 -4.058
C 1.672 -6.188 1.871
C -0.752 1.624 2.565
C -0.760 0.267 2.852
C 0.392 -8.241 -1.738
C -6.823 -1.739 -2.066
C -4.624 -1.362 -5.524
C 6.551 0.391 -1.642
C -1.332 -0.233 4.156
C 2.158 6.318 4.245
C -2.850 -5.114 -3.280
C -0.907 3.713 -0.361
C -1.054 5.192 -0.738
C 4.968 5.166 1.409
C 3.868 1.292 2.879
H -1.292 1.165 -4.624
H -1.266 6.904 1.046
H -0.745 4.139 1.713
H -1.904 3.268 -0.310
H -2.846 7.187 1.176
H 2.434 6.346 5.292
H -7.329 -1.867 -1.117
H -4.231 -2.315 -5.861
H -4.722 3.412 6.991
H 0.852 3.828 0.900
H 0.826 5.604 -7.584
H 1.047 -6.238 0.989
H -0.757 -3.388 3.973
H -1.187 2.324 3.260
H 0.609 -0.746 -1.251
H 0.738 1.559 -0.311
H 1.396 -8.347 -1.341
H 0.267 2.025 -4.591
H 3.798 2.201 3.451
H 5.283 -1.726 3.189
H -1.088 5.259 -1.826
H 3.701 -3.972 -3.056
H -3.527 -5.866 -2.893
H 4.593 5.528 2.359
H -2.717 6.502 -0.997
H -3.128 4.993 -0.184
H -1.287 -2.721 0.365
H 4.113 1.061 -3.985
H 7.319 1.151 -1.727
H -3.685 3.556 8.429
H 5.154 0.399 4.350
H -7.250 -6.009 -3.753
H -6.430 -2.689 -2.410
H -3.898 0.569 2.614
H -2.181 -2.113 6.037
H -0.392 3.172 -1.156
H -5.133 -1.480 -4.574
H -5.877 -5.243 -2.924
H 5.007 0.254 -5.294
H -0.258 -9.004 -1.328
H -1.860 -5.252 -2.873
H -0.207 5.792 -0.400
H 5.996 5.481 1.270
H 5.951 0.368 -2.543
H 4.129 -2.128 1.123
H 4.867 -5.031 -2.232
H 1.145 6.681 4.115
H 2.604 1.897 1.293
H -3.502 -2.903 5.149
H 1.160 -1.973 -0.012
H 1.666 -5.184 2.279
H 1.941 4.500 -6.748
*
```

LUMO level (Eh): -0.15153
Electronic energy (a.u.): -16394.69532
Frontier orbital gap (eV): 7.1844

Here are the Löwdin charges for atoms 1 to 6, given in e: Cl 0.56; Cl 0.52; Cl 0.66; Cl 0.53; Cl 0.54; Cl 0.62